{
  "formula": "C14H35IN3O6P2S",
  "method": "wB97M-V/def2-TZVPD",
  "e_homo_ev": -3.83,
  "total_charge": -1,
  "e_lumo_ev": 1.64,
  "relative_energy_ev": 0.135,
  "max_force_ha_per_bohr": 0.0210,
  "orbital_gap_ev": 5.476,
  "elements": ["C", "C", "N", "P", "C", "O", "C", "C", "O", "C", "C", "C", "I", "P", "O", "O", "S", "H", "H", "H", "H", "H", "H", "H", "H", "H", "H", "H", "H", "H", "H", "H", "H", "H", "H", "H", "H", "H", "C", "O", "N", "C", "C", "H", "H", "H", "H", "H", "H", "H", "C", "O", "N", "C", "C", "H", "H", "H", "H", "H", "H", "H"],
  "positions_angstrom": [[2.425157, 1.572711, -1.575828], [1.062600, 1.957406, -1.002975], [0.204139, 2.494604, -2.042234], [-1.491648, 2.852763, -1.586147], [-3.296299, 3.352832, -1.096777], [-3.544186, 2.988514, 0.282697], [-4.848331, 3.103949, 0.634903], [-5.684591, 1.894299, 0.270606], [-5.301658, 4.057261, 1.204515], [-2.061971, 1.109565, -2.168804], [-2.520423, 0.892604, -3.609451], [-3.752073, 1.681870, -4.043646], [-0.962635, 1.199253, -5.080532], [-0.773120, 5.032624, -0.910962], [-0.815350, 5.944880, -2.273058], [0.847602, 5.139624, -0.732165], [-1.628517, 5.934384, 0.614770], [2.754754, 2.350152, -2.277646], [2.343274, 0.635125, -2.138461], [3.181168, 1.436935, -0.793918], [0.584033, 1.040596, -0.647900], [1.189645, 2.645161, -0.148604], [0.648757, 3.270517, -2.521094], [-1.707331, 3.452993, -2.892236], [-1.279315, 2.384939, -0.237040], [-3.535183, 4.416263, -1.246326], [-3.986488, 2.763295, -1.717821], [-6.193204, 2.093209, -0.680341], [-6.447472, 1.735417, 1.035500], [-5.057643, 1.010704, 0.144129], [-2.885263, 0.733363, -1.535296], [-1.210951, 0.438439, -1.989562], [-2.750070, -0.170331, -3.743882], [-4.088135, 1.367206, -5.037944], [-3.581230, 2.760288, -4.032242], [-4.567508, 1.462774, -3.337490], [-1.721210, 5.945596, -2.608760], [1.005763, 5.242611, 0.217519], [0.163243, -1.765406, -0.223778], [0.525761, -1.244054, -1.256076], [0.958661, -2.500714, 0.583215], [0.470018, -3.077570, 1.811570], [2.350470, -2.705696, 0.210946], [-0.869256, -1.666042, 0.156247], [1.024177, -2.692525, 2.672317], [0.564691, -4.167594, 1.798537], [-0.581079, -2.823414, 1.939692], [2.862938, -1.747461, 0.118477], [2.412904, -3.211837, -0.753353], [2.836984, -3.306963, 0.976743], [3.923299, -4.785916, 3.315485], [4.368918, -4.337082, 2.277789], [4.632737, -5.529674, 4.186755], [4.058123, -6.039952, 5.412238], [6.021561, -5.817887, 3.871505], [2.881069, -4.615500, 3.636544], [4.593674, -5.656808, 6.283309], [4.093384, -7.131229, 5.434856], [3.018293, -5.726031, 5.480731], [6.591997, -4.894342, 3.772284], [6.096562, -6.359004, 2.928158], [6.445787, -6.421693, 4.670311]],
  "forces_ev_per_a": [[-0.1, 0.0, -0.3], [-0.1, -0.1, -0.2], [-0.2, 0.1, 0.0], [-0.1, -1.0, -0.4], [-0.2, -0.1, -0.1], [0.0, 0.3, 0.0], [0.0, -0.1, -0.1], [-0.1, -0.1, -0.1], [0.1, -0.1, 0.0], [0.3, -0.2, 0.0], [-0.4, -0.1, 0.2], [-0.2, -0.2, 0.1], [0.0, 0.0, -0.1], [-0.3, 0.3, 0.5], [-0.1, 0.1, -0.3], [0.3, -0.1, 0.2], [0.1, 0.1, 0.0], [0.1, -0.1, 0.2], [0.0, 0.2, 0.1], [-0.1, 0.1, -0.1], [0.1, 0.2, 0.2], [0.0, -0.1, -0.1], [0.0, 0.0, 0.1], [0.0, 0.1, 0.0], [0.0, 0.1, 0.0], [0.2, -0.1, 0.2], [0.2, 0.1, 0.0], [0.1, 0.0, 0.1], [0.1, 0.0, -0.1], [-0.1, 0.1, 0.0], [0.0, 0.2, 0.0], [-0.2, 0.1, 0.0], [0.2, 0.2, -0.1], [0.1, 0.1, 0.1], [0.0, -0.1, -0.1], [0.1, 0.0, -0.1], [0.1, 0.0, 0.0], [0.0, 0.1, -0.2], [-0.1, 0.1, 0.0], [0.1, -0.2, -0.1], [0.0, -0.1, 0.1], [0.1, 0.0, 0.0], [-0.1, 0.0, 0.0], [0.0, 0.0, 0.0], [0.0, 0.0, 0.0], [0.0, 0.0, 0.0], [0.0, 0.0, 0.0], [0.0, 0.0, 0.0], [0.0, 0.0, 0.0], [0.0, 0.1, -0.1], [0.0, 0.1, 0.0], [0.0, -0.1, 0.1], [0.0, -0.1, 0.1], [0.1, 0.0, -0.1], [0.0, 0.0, 0.0], [0.0, 0.0, 0.0], [0.0, 0.0, 0.0], [0.0, 0.0, 0.0], [0.0, 0.0, 0.0], [0.0, 0.0, 0.0], [0.0, 0.0, 0.0], [0.0, 0.0, 0.0]],
  "lowdin_charge": [-0.105, -0.383, -0.280, 0.498, -0.345, -0.129, -0.555, 0.001, 0.112, -0.372, -0.817, -0.218, 0.722, 0.149, -0.301, -0.313, 0.118, 0.065, 0.060, 0.059, 0.067, 0.086, 0.049, 0.001, 0.032, 0.068, 0.050, 0.083, 0.078, 0.076, 0.076, 0.042, 0.055, 0.055, 0.055, 0.066, 0.041, 0.029, -0.341, 0.015, -0.193, -0.073, -0.029, 0.137, 0.085, 0.084, 0.080, 0.094, 0.094, 0.050, -0.343, 0.014, -0.199, -0.062, -0.042, 0.129, 0.089, 0.088, 0.082, 0.093, 0.092, 0.084]
}

{
  "formula": "C14H35NO11S4",
  "method": "wB97M-V/def2-TZVPD",
  "e_homo_ev": -8.34,
  "total_charge": 0,
  "e_lumo_ev": 0.51,
  "smiles": "CCOS(C)(=O)=O.CCOS(C)(=O)=O.CCOS(C)(=O)=O.NC(=O)OCCCCS",
  "max_force_ha_per_bohr": 0.0724,
  "orbital_gap_ev": 8.854,
  "elements": ["N", "C", "O", "O", "C", "C", "C", "C", "S", "H", "H", "H", "H", "H", "H", "H", "H", "H", "H", "H", "O", "S", "O", "O", "C", "C", "C", "H", "H", "H", "H", "H", "H", "H", "H", "O", "S", "O", "O", "C", "C", "C", "H", "H", "H", "H", "H", "H", "H", "H", "O", "S", "O", "O", "C", "C", "C", "H", "H", "H", "H", "H", "H", "H", "H"],
  "positions_angstrom": [[-3.339862, -0.262357, -1.012534], [-2.365269, -0.443360, 0.004969], [-1.247966, -0.159107, -0.141687], [-2.802512, -0.983774, 1.148326], [-3.277560, 0.023852, 2.055378], [-3.565079, -0.565848, 3.418257], [-2.611259, -0.158563, 4.527803], [-1.346719, -1.000262, 4.598337], [-0.091284, -0.577794, 3.357702], [-3.275936, -1.036459, -1.661321], [-3.075145, 0.572477, -1.519500], [-4.211675, 0.402807, 1.647266], [-2.586645, 0.861551, 2.074555], [-4.556199, -0.244096, 3.708998], [-3.622351, -1.647311, 3.349560], [-2.383778, 0.899140, 4.536085], [-3.124412, -0.356543, 5.464440], [-0.915751, -0.830660, 5.575044], [-1.598084, -2.048543, 4.541111], [-0.160200, 0.762930, 3.399403], [0.147986, 3.496079, -3.078579], [0.171710, 2.383595, -3.974691], [-0.714762, 1.277237, -3.796591], [1.664003, 1.841237, -4.094050], [2.370599, 1.499538, -2.878623], [1.930642, 0.158321, -2.327882], [0.025885, 2.965446, -5.631781], [2.255142, 2.291176, -2.137610], [3.425884, 1.461596, -3.144915], [0.902676, 0.201551, -1.967412], [2.568123, -0.138389, -1.495255], [1.975366, -0.609190, -3.101309], [0.731680, 3.777686, -5.782149], [-0.993840, 3.320439, -5.762340], [0.226638, 2.141288, -6.311169], [-3.491255, -3.960943, 4.233254], [-3.725460, -5.235885, 4.839788], [-2.721725, -6.249779, 4.815472], [-5.083743, -5.829855, 4.262794], [-5.227710, -5.907202, 2.830328], [-4.466133, -7.077333, 2.239346], [-4.270052, -5.006889, 6.498470], [-4.924925, -4.963516, 2.373542], [-6.293902, -6.028600, 2.648581], [-3.389945, -6.935114, 2.331141], [-4.705949, -7.185960, 1.181480], [-4.719308, -8.001654, 2.758614], [-5.064578, -4.265806, 6.508358], [-3.416061, -4.656313, 7.073875], [-4.618709, -5.960119, 6.886465], [4.925359, 4.113634, -2.567736], [5.673116, 3.890505, -3.765521], [6.415924, 2.685283, -3.956646], [6.631576, 5.137720, -4.013919], [7.507198, 5.535668, -2.941560], [8.718212, 4.630905, -2.823273], [4.623200, 4.137031, -5.157647], [6.951177, 5.581574, -2.003805], [7.823637, 6.549100, -3.181274], [8.433894, 3.630973, -2.497405], [9.422401, 5.038027, -2.097363], [9.218060, 4.530884, -3.786678], [4.090701, 5.075960, -5.032680], [3.922737, 3.303665, -5.186090], [5.232215, 4.148342, -6.057753]],
  "forces_ev_per_a": [[-0.6, 0.2, 0.2], [-1.9, -0.7, -0.4], [3.5, 1.1, -0.4], [-0.5, -0.4, 0.7], [-0.8, -0.1, -0.4], [0.1, 0.4, 0.0], [-0.1, -1.0, 0.2], [0.2, 1.2, 0.4], [0.2, -0.4, -0.4], [-0.2, -0.1, 0.0], [0.2, -0.1, -0.3], [-0.2, 0.1, -0.2], [0.4, 0.0, 0.2], [-0.4, 0.1, 0.1], [0.1, -0.2, -0.1], [0.1, 0.4, -0.2], [-0.2, 0.1, 0.3], [0.3, -0.1, 0.3], [0.1, -0.3, -0.4], [-0.2, -0.1, 0.3], [-0.1, 0.0, 0.2], [0.5, -0.1, -0.4], [-0.2, 0.0, 0.2], [-0.1, 0.2, -0.2], [0.3, -0.4, 0.7], [-0.4, 0.0, -0.1], [0.0, 0.0, -0.1], [-0.1, 0.1, -0.1], [-0.1, 0.1, -0.3], [0.0, 0.0, 0.1], [0.1, 0.1, 0.0], [0.1, 0.0, 0.0], [0.0, 0.0, 0.0], [0.0, 0.0, 0.1], [0.0, 0.0, 0.0], [0.2, 0.1, -0.1], [-0.5, -0.2, 0.3], [0.3, 0.1, -0.1], [0.0, 0.1, 0.2], [0.0, -0.1, -0.7], [0.2, 0.0, 0.2], [-0.1, 0.0, 0.0], [0.1, 0.0, 0.2], [0.0, 0.0, 0.3], [0.0, 0.0, 0.0], [-0.1, 0.0, 0.0], [-0.1, 0.0, 0.0], [0.0, 0.0, 0.0], [0.0, 0.0, -0.1], [0.0, 0.0, 0.0], [0.1, -0.2, 0.3], [-0.1, 0.4, -0.6], [0.0, -0.2, 0.2], [-0.2, 0.0, -0.1], [0.5, 0.1, 0.5], [-0.1, -0.2, -0.1], [0.0, 0.1, -0.1], [-0.1, -0.1, -0.1], [-0.2, 0.0, -0.2], [0.0, 0.0, 0.0], [0.0, 0.1, 0.0], [0.0, 0.1, 0.0], [0.0, 0.0, 0.0], [0.0, 0.0, 0.1], [0.0, 0.0, 0.0]],
  "lowdin_charge": [0.144, -0.646, 0.161, -0.019, -0.184, -0.171, -0.273, -0.554, 0.721, 0.093, 0.086, 0.119, 0.119, 0.108, 0.099, 0.103, 0.104, 0.055, 0.056, -0.139, -0.269, 0.560, -0.276, -0.275, -0.246, -0.062, -0.123, 0.119, 0.111, 0.059, 0.086, 0.086, 0.068, 0.076, 0.074, -0.278, 0.570, -0.264, -0.261, -0.250, -0.072, -0.119, 0.115, 0.121, 0.073, 0.081, 0.085, 0.075, 0.077, 0.076, -0.271, 0.559, -0.273, -0.263, -0.253, -0.073, -0.113, 0.115, 0.121, 0.072, 0.081, 0.084, 0.078, 0.063, 0.077]
}